Molecular formula: C3H7IOS
Method: DFT, ωB97M-V with the def2-TZVPD basis set

For the largest force on an atom, the calculation gives 3.140 eV/Å. The SMILES is C[C@@H](O)[C@H](S)I. The LUMO energy is 0.0055 Ha. As for the relative energy (zero: lowest compared OMol25 entry of this formula, charge and spin): 20.0 kJ/mol. The calculation puts the HOMO-LUMO gap at 9.316 eV. The value obtained for the molar mass is 218.1 Da.

Each line ends with the Mulliken charge.
CARTESIAN COORDINATES (ANGSTROEM)
C -0.4768 -0.5295 -1.2481  -1.468
C 0.2830 0.3620 -0.3656  0.287
O -0.5492 1.4578 -0.0322  -0.522
C 0.7118 -0.3701 0.8516  -0.363
S -0.6970 -1.2988 1.5268  -0.212
I 1.5168 1.1691 2.1606  0.035
H -1.3489 -0.9400 -0.7866  0.402
H 0.0429 -1.3247 -1.8137  0.361
H -0.8887 0.0946 -2.0416  0.357
H 1.1399 0.6294 -1.0423  0.200
H 0.0774 2.2414 0.2405  0.345
H 1.4935 -1.2723 0.6403  0.423
H -1.3047 -0.2188 1.9105  0.154